[1]
The following is a DFT calculation (the ωB97M-V functional and the def2-TZVPD basis) of an isolated molecule of C4H5BO at a distorted geometry.

Geometry as XYZ:
```
11
Properties=species:S:1:pos:R:3:mulliken_charge:R:1
B 0.997 -1.990 0.964 0.208
C -0.648 1.575 -0.492 -0.159
C -0.343 0.850 0.692 -0.251
C -0.267 0.773 -1.529 -0.454
C 0.183 -0.348 0.305 -0.147
O 0.235 -0.444 -1.031 -0.266
H 0.535 -2.082 2.037 -0.033
H 1.705 -2.830 0.506 -0.009
H -1.148 2.547 -0.606 0.347
H -0.754 1.215 1.676 0.317
H -0.494 0.735 -2.523 0.449
```

SMILES: Bc1ccco1
Frontier orbital gap, eV: 8.40

[2]
The following is a DFT calculation (the ωB97M-V functional and the def2-TZVPD basis) of a cluster of 2 separate species, C7H10NS in total at a distorted geometry.

Geometry as XYZ:
```
19
Properties=species:S:1:pos:R:3:lowdin_spin:R:1
C 2.680 1.482 -0.277 0.108
C 2.874 0.143 -0.438 0.334
C 1.506 1.699 0.503 0.321
C 1.909 -0.698 0.183 0.053
C -2.545 -1.133 0.074 0.044
C -2.901 0.321 0.375 0.044
C 2.006 -2.022 0.211 0.357
N -1.573 -0.039 -0.131 0.266
S 0.740 0.319 0.983 0.403
H 3.276 2.346 -0.627 -0.001
H 3.651 -0.477 -1.012 0.007
H 1.161 2.829 0.809 0.005
H -2.404 -1.571 1.063 0.006
H -2.773 -1.712 -0.740 0.002
H -3.545 1.093 -0.083 0.002
H -2.961 0.435 1.398 0.006
H 1.170 -2.588 0.587 0.019
H 2.861 -2.544 -0.108 0.020
H -1.705 0.043 -1.159 0.004
```

Spin multiplicity: 3
Charge: +1
Frontier orbital gap (spin up / spin down), eV: 8.62 / 6.24

[3]
The following is a DFT calculation (the ωB97M-V functional and the def2-TZVPD basis) of a cluster of 4 separate species, C2H12N2O3 in total at a distorted geometry.

Geometry as XYZ:
```
19
Properties=species:S:1:pos:R:3:mulliken_charge:R:1
C -0.352 -0.302 -1.501 -0.235
C -1.652 -0.455 -1.747 -0.151
N -2.337 -1.566 -1.214 -0.429
N 0.366 0.933 -1.516 -0.442
H 0.269 -1.182 -1.636 0.300
H -2.350 0.488 -2.049 0.171
H -3.177 -1.902 -1.763 0.206
H -1.798 -2.465 -0.831 0.236
H 1.116 1.106 -2.102 0.170
H 0.011 1.867 -1.215 0.194
H -1.540 -1.395 1.667 0.364
H -1.710 -2.738 1.033 0.254
O -1.351 -2.366 1.828 -0.718
H 0.315 -2.147 2.315 0.423
H 1.100 -1.250 3.139 0.298
O 1.173 -2.088 2.670 -0.641
H 4.688 5.110 0.679 0.324
H 3.211 5.051 0.858 0.320
O 4.018 5.300 1.383 -0.644
```

SMILES: N/C=C/N.O.O.O
Frontier orbital gap, eV: 8.31

[4]
The following is a DFT calculation (the ωB97M-V functional and the def2-TZVPD basis) of an isolated molecule of C5H6O.

Geometry as XYZ:
```
12
Properties=species:S:1:pos:R:3:mulliken_charge:R:1
C 0.127 -1.086 -0.199 -0.653
C -0.908 -0.452 0.752 -0.254
C -0.835 0.973 0.900 -0.731
C 0.241 1.348 -0.089 -0.086
O 1.494 0.834 0.412 -0.395
C 0.887 0.137 -0.669 -0.080
H 0.777 -1.781 0.349 0.286
H -0.338 -1.639 -1.025 0.305
H -1.385 -1.056 1.508 0.494
H -1.835 0.048 0.228 0.217
H 0.303 2.335 -0.546 0.452
H 1.429 0.158 -1.614 0.445
```

Frontier orbital gap, eV: 9.42

[5]
The following is a DFT calculation (the ωB97M-V functional and the def2-TZVPD basis) of an isolated molecule of C24H25NO5.

Geometry as XYZ:
```
55
Properties=species:S:1:pos:R:3:mulliken_charge:R:1
C 3.623 -2.447 1.647 -1.422
C 2.830 -1.549 0.712 0.039
H 2.202 -2.156 0.045 0.328
H 2.180 -0.875 1.283 0.253
O 3.753 -0.794 -0.056 -0.527
C 3.277 0.309 -0.715 1.109
C 1.946 0.591 -0.925 -0.574
C 1.556 1.779 -1.554 0.034
C 2.544 2.630 -2.052 -1.076
C 3.882 2.341 -1.872 -0.774
C 4.265 1.193 -1.193 0.309
O 5.576 0.916 -0.998 -0.644
H 5.628 0.093 -0.491 0.353
H 4.652 3.001 -2.240 0.418
H 2.257 3.539 -2.559 0.425
C 0.164 2.116 -1.729 -0.229
C -0.870 1.777 -0.918 0.550
C -2.299 1.941 -1.165 -0.077
C -2.974 1.415 -0.088 1.097
N -2.079 0.990 0.857 0.168
C -0.772 1.199 0.438 -0.104
O 0.181 0.980 1.158 -0.641
C -2.341 0.299 2.098 -1.010
C -1.636 -1.037 2.100 0.658
C -1.734 -1.876 0.996 -0.164
C -1.064 -3.083 0.971 -0.837
C -0.281 -3.488 2.047 0.964
C -0.189 -2.647 3.147 -0.557
C -0.855 -1.435 3.173 -0.811
H -0.758 -0.788 4.033 0.333
H 0.415 -2.939 3.994 0.328
C 0.435 -4.804 2.006 -1.656
H 1.016 -4.962 2.911 0.350
H -0.280 -5.620 1.907 0.429
H 1.106 -4.846 1.148 0.326
H -1.146 -3.723 0.104 0.391
H -2.331 -1.579 0.145 0.407
H -3.419 0.164 2.210 0.442
H -1.970 0.908 2.929 0.309
C -4.434 1.284 0.131 -1.902
H -4.713 0.234 0.235 0.377
H -4.962 1.708 -0.717 0.370
H -4.731 1.808 1.039 0.354
C -2.960 2.502 -2.333 0.471
O -4.163 2.540 -2.497 -0.706
O -2.099 3.006 -3.242 -0.263
C -2.652 3.587 -4.412 -0.834
H -2.143 4.535 -4.583 0.247
H -3.724 3.747 -4.278 0.341
H -2.485 2.918 -5.258 0.291
H -0.065 2.704 -2.607 0.640
H 1.192 -0.110 -0.615 0.693
H 4.263 -3.116 1.077 0.345
H 2.939 -3.034 2.251 0.282
H 4.247 -1.844 2.303 0.375
```

SMILES: CCOc1cc(/C=C2\C(=O)N(Cc3ccc(C)cc3)C(C)=C2C(=O)OC)ccc1O
Frontier orbital gap, eV: 7.27

[6]
The following is a DFT calculation (the ωB97M-V functional and the def2-TZVPD basis) of a structure of composition C15H30Cl6O3 at a distorted geometry.

Geometry as XYZ:
```
54
Properties=species:S:1:pos:R:3:mulliken_charge:R:1
C 1.300 1.208 -3.639 -0.971
C 0.446 1.325 -2.417 -0.935
C 0.248 -0.134 -2.058 1.018
O 1.523 -0.797 -2.340 -0.464
C 2.215 0.013 -3.259 -0.163
H 1.905 2.111 -3.723 0.397
H 0.758 0.866 -4.520 0.301
H -0.488 1.858 -2.596 0.473
H 1.053 1.794 -1.643 0.400
H -0.525 -0.601 -2.669 0.869
H -0.018 -0.291 -1.013 -2.662
H 2.507 -0.620 -4.096 0.452
H 3.112 0.330 -2.727 0.002
C -2.960 -0.026 3.729 -0.772
C -2.214 -1.046 2.878 -0.593
C -2.670 -0.640 1.527 0.800
O -2.887 0.782 1.591 -0.471
C -2.795 1.255 2.945 -0.293
H -2.576 0.033 4.747 0.397
H -4.021 -0.275 3.751 0.339
H -2.595 -1.989 3.271 0.366
H -1.141 -0.922 3.023 0.185
H -3.544 -1.267 1.347 0.018
H -1.890 -0.751 0.774 -0.355
H -3.517 2.048 3.137 0.299
H -1.791 1.674 3.007 0.174
C 2.584 0.145 -0.345 1.029
C 4.018 -0.269 -0.290 -1.174
C 4.405 0.082 1.126 -0.597
O 3.181 0.395 1.835 -0.507
C 2.114 -0.058 1.059 -0.197
H 1.966 -0.402 -1.056 0.240
H 2.549 1.202 -0.610 0.188
H 4.707 0.065 -1.066 0.391
H 4.047 -1.357 -0.361 0.322
H 5.072 0.938 1.218 0.304
H 4.866 -0.779 1.610 0.312
H 1.180 0.496 1.151 -0.157
H 1.892 -1.097 1.302 0.055
C 0.032 -1.846 0.073 1.695
Cl 0.404 -2.923 1.428 -0.179
Cl -0.502 -2.825 -1.361 -0.215
H -0.778 -1.189 0.392 -0.491
H 0.935 -1.322 -0.238 -1.300
C -1.196 2.171 0.574 -0.649
Cl -0.692 3.283 -0.737 -0.166
Cl -0.200 0.680 0.589 1.011
H -1.152 2.617 1.568 0.392
H -2.219 1.821 0.435 0.498
C -3.318 -1.282 -1.421 -0.411
Cl -2.102 -0.123 -0.832 0.343
Cl -4.483 -0.512 -2.526 -0.197
H -2.875 -2.124 -1.953 0.300
H -3.870 -1.723 -0.591 0.351
```

Frontier orbital gap, eV: 9.06

Results for energy above the lowest of the compared OMol25 structures with the same formula, charge and spin: 319.4, 44.7, 246.3, 422.9, 140.9, 1029.2 (in kJ/mol, following the order of the records).
Results for DFT total energy: -6949.3855, -19733.8772, -11389.1963, -7324.9014, -37021.7571, -97306.7191 (in eV, following the order of the records).